Computed, not measured: a molecular structure, C37H40NOP3Yb in a non-equilibrium geometry, with the ωB97M-V functional and the def2-TZVPD basis.

Each line ends with the Löwdin spin population.
Atoms and positions in Å:
Yb: 0.651 1.388 0.797  0.01
P: 0.095 0.016 3.688  0.00
P: -1.874 0.543 -0.665  0.01
P: 0.118 -1.903 -0.514  0.01
O: 0.833 -0.160 2.334  0.00
N: 0.091 -0.221 -3.642  0.31
C: -1.564 1.551 -3.272  0.10
C: 0.379 -2.734 -2.191  0.02
C: 1.690 -0.867 7.389  0.00
C: -3.239 -3.146 3.742  0.00
C: -3.334 -0.380 -0.025  0.00
C: 2.406 0.188 -2.966  0.10
C: -1.827 2.892 -3.562  -0.02
C: -0.785 3.829 -3.639  0.10
C: -0.213 1.086 -3.456  -0.01
C: 1.514 -2.061 -2.951  0.11
C: -1.218 -1.194 3.735  0.00
C: 0.787 2.067 -3.158  0.10
C: -2.561 -0.829 3.514  0.00
C: -3.560 -1.805 3.515  0.00
C: 3.721 -0.315 -2.927  -0.02
C: -0.507 4.007 3.154  0.00
C: 1.375 -2.857 0.433  0.00
C: -0.546 1.692 3.842  0.00
C: 3.069 -0.765 7.191  0.00
C: -2.311 2.220 -0.024  0.00
C: 1.237 -0.281 5.057  0.00
C: 0.781 -0.631 6.348  0.00
C: -1.350 -2.955 -0.025  0.00
C: 2.009 1.543 -2.476  0.03
C: 2.824 -2.559 -2.984  -0.02
C: 2.618 -0.176 4.862  0.00
C: -2.181 3.266 4.717  0.00
C: 0.514 3.442 -3.327  -0.02
C: -0.897 -2.542 3.953  0.00
C: -1.906 -3.511 3.940  0.00
C: 3.511 -0.427 5.912  0.00
C: 3.929 -1.690 -3.023  0.12
C: -1.654 1.971 4.672  0.00
C: -2.486 0.695 -2.436  0.01
C: -1.631 4.282 3.938  0.00
C: 0.130 2.756 3.186  0.00
C: 1.327 -0.678 -3.312  0.00
H: -2.155 -2.868 -0.775  0.00
H: -1.772 3.010 -0.562  0.00
H: 1.289 4.213 -3.217  0.00
H: 3.009 -3.628 -2.895  0.00
H: 0.138 -2.825 4.140  0.00
H: -1.629 -4.555 4.117  0.00
H: -2.842 0.218 3.370  0.00
H: 1.085 -3.928 0.407  0.00
H: 2.351 -2.693 -0.055  0.00
H: -3.171 -0.682 1.022  0.00
H: -2.141 2.343 1.065  0.00
H: -0.092 4.791 2.522  0.00
H: -3.390 2.368 -0.198  0.00
H: -3.506 -1.280 -0.634  0.00
H: -2.524 -0.325 -2.842  0.01
H: 1.195 2.663 2.832  0.00
H: 4.587 0.334 -2.776  0.00
H: 0.598 -3.788 -1.991  0.00
H: -4.236 0.252 -0.079  0.00
H: -4.021 -3.907 3.799  0.00
H: 1.448 -0.185 -0.251  0.00
H: -1.014 4.884 -3.811  0.01
H: -1.712 -2.641 0.973  0.00
H: -1.044 -4.014 0.038  0.00
H: 4.580 -0.373 5.712  0.00
H: -2.115 1.190 5.275  0.00
H: 1.797 1.496 -1.266  0.03
H: -0.565 -2.641 -2.749  0.01
H: 4.940 -2.087 -2.983  0.01
H: -4.599 -1.528 3.373  0.00
H: -2.060 5.282 3.973  0.00
H: 1.337 -1.159 8.375  0.00
H: 1.390 -2.484 1.472  0.00
H: -0.280 -0.780 6.540  0.00
H: 2.830 2.220 -2.722  0.00
H: -3.037 3.471 5.358  0.00
H: -3.494 1.124 -2.418  0.00
H: -2.857 3.227 -3.652  0.00
H: 2.995 0.041 3.865  0.00
H: 3.787 -0.976 7.993  0.00

Values from the calculation:
**2S+1**: 2
**HOMO level (spin up / spin down)**: -8.266 / -8.270 eV
**E**: -3746.34262 hartree
**Charge**: +1
**HOMO-LUMO gap (spin up / spin down)**: 5.12 / 4.72 eV

***

Computed, not measured: a molecular structure, C37H41BrN4O2V, with the ωB97M-V functional and the def2-TZVPD basis.

Each line ends with the Löwdin spin population.
Atoms and positions in Å:
Br: 5.575 -1.658 5.810  0.00
V: 0.898 -1.271 0.013  1.87
O: 0.779 -3.073 -0.217  0.02
O: 1.013 -1.109 1.932  0.03
N: 0.587 0.934 0.044  0.00
N: -1.238 -0.949 -0.020  0.00
N: 1.241 -0.854 -2.086  0.00
N: 2.997 -1.211 -0.123  0.00
C: 0.557 -4.822 1.391  0.00
C: 1.343 3.187 0.194  0.00
C: 5.240 -0.991 -3.133  0.00
C: 1.318 -4.305 0.177  0.01
C: -0.979 2.717 0.192  0.00
C: 0.322 -0.649 -3.002  0.00
C: -1.711 0.302 0.043  0.01
C: 0.388 5.869 -0.852  0.00
C: -6.069 -0.976 1.288  0.00
C: 4.324 -0.745 -4.116  0.00
C: 2.953 -0.691 -3.790  0.00
C: -2.100 -1.969 -0.060  0.01
C: 3.779 -1.278 0.907  0.02
C: 0.033 3.666 0.245  0.00
C: 1.937 -0.470 -4.746  0.00
C: -5.871 1.203 0.098  0.00
C: 2.555 -0.896 -2.451  0.00
C: -6.107 -0.894 -1.223  0.00
C: -0.678 1.365 0.094  0.00
C: 1.260 -5.282 -0.987  0.00
C: 0.628 -0.453 -4.356  0.00
C: 4.427 -1.455 3.226  0.00
C: 4.163 -1.486 4.562  0.00
C: -0.232 5.160 0.361  0.00
C: 4.845 -1.169 -1.796  0.00
C: -3.989 -0.491 0.018  0.01
C: -3.465 -1.783 -0.041  0.00
C: 1.814 -1.257 4.117  0.00
C: -3.076 0.556 0.056  0.00
C: 0.419 5.677 1.653  0.00
C: 2.840 -1.385 5.016  0.00
C: -1.727 5.480 0.404  0.00
C: 3.387 -1.332 2.274  0.00
C: 1.571 1.832 0.096  0.00
C: 3.521 -1.106 -1.429  0.00
C: 2.039 -1.233 2.723  0.01
C: -5.496 -0.279 0.045  0.00
H: 2.580 1.440 0.060  0.00
H: 5.616 -1.359 -1.062  0.00
H: -5.709 -0.414 -2.119  0.00
H: 4.632 -0.598 -5.143  0.00
H: -2.213 5.021 1.267  0.00
H: -5.910 -1.964 -1.292  0.00
H: 0.222 -5.431 -1.292  0.00
H: 6.293 -1.048 -3.375  0.00
H: 1.466 5.713 -0.907  0.00
H: 4.856 -1.281 0.750  0.00
H: -0.706 -0.636 -2.661  0.00
H: -0.058 5.512 -1.782  0.00
H: -0.002 5.177 2.527  0.00
H: -3.430 1.574 0.102  0.00
H: -5.506 1.744 -0.777  0.00
H: 2.372 -4.170 0.468  0.00
H: -5.642 -0.557 2.200  0.00
H: 2.211 -0.320 -5.783  0.00
H: 2.633 -1.406 6.078  0.00
H: -4.112 -2.648 -0.070  0.00
H: 1.004 -5.743 1.763  0.00
H: -5.871 -2.048 1.279  0.00
H: -2.236 5.156 -0.505  0.00
H: 0.571 -4.076 2.187  0.00
H: -6.957 1.297 0.114  0.00
H: 1.684 -6.247 -0.706  0.00
H: -0.482 -5.027 1.120  0.00
H: -7.150 -0.836 1.321  0.00
H: -7.189 -0.755 -1.214  0.00
H: -5.487 1.684 1.000  0.00
H: 1.498 5.519 1.656  0.00
H: 1.819 -4.891 -1.839  0.00
H: 5.451 -1.526 2.877  0.00
H: -1.650 -2.953 -0.110  0.00
H: 0.239 6.748 1.753  0.00
H: -0.171 -0.293 -5.066  0.00
H: 2.187 3.861 0.234  0.00
H: -1.860 6.558 0.488  0.00
H: 0.789 -1.178 4.454  0.00
H: 0.211 6.943 -0.779  0.00
H: -2.010 3.033 0.233  0.00

Values from the calculation:
**2S+1**: 3
**HOMO level (spin up / spin down)**: -10.049 / -10.216 eV
**E**: -5322.05576 hartree
**Charge**: +1
**HOMO-LUMO gap (spin up / spin down)**: 6.78 / 6.96 eV